[1]
88
Properties=species:S:1:pos:R:3:forces:R:3:mulliken_charge:R:1 method="wB97M-V/def2-TZVPD" e_homo_ha=-0.331 multiplicity=1 max_force_ha_per_bohr=0.0348 gap_ev=3.7 lumo_energy_ev=-5.3 charge=+1 total_energy_ha=-2216.954386
C 4.572155 1.642988 4.856377 0.4 -0.3 0.5 -1.49
C 3.499746 0.956721 4.081273 -0.6 0.0 -0.1 0.91
C 2.566742 1.702523 3.349438 0.2 0.5 0.0 0.66
F 2.662576 3.071333 3.368416 0.0 -1.3 -0.2 -0.34
C 1.504758 1.124309 2.692307 -0.8 -0.4 0.1 -0.75
C 1.295666 -0.284442 2.766216 1.3 0.6 0.2 -0.51
C 0.014964 -0.857683 2.390276 -0.4 0.9 0.6 0.76
C -1.145467 -0.358232 3.029759 -0.2 0.3 0.2 0.63
C -1.000352 0.514225 4.157256 0.3 0.2 -0.2 -0.57
C -2.099487 1.094750 4.724562 0.5 1.0 0.5 0.11
F -1.917134 2.093805 5.653723 -0.1 -1.2 -0.7 -0.33
C -3.400913 0.797006 4.341636 0.3 0.0 -0.2 0.76
C -4.539655 1.539898 4.925762 -0.6 -0.2 0.3 -1.47
C -3.568898 -0.167791 3.333626 0.1 -0.2 -0.2 -0.70
C -2.488271 -0.684993 2.644544 0.3 -0.3 -0.2 -0.60
C 2.294529 -1.058961 3.414455 -1.0 -0.3 -0.4 -0.51
C 3.310990 -0.432604 4.121495 0.3 0.1 0.1 -0.88
H 5.205450 0.893263 5.343182 -0.1 0.2 -0.1 0.38
H 5.219444 2.268913 4.240116 -0.2 0.0 -0.1 0.36
H 4.141506 2.273086 5.641657 0.0 0.0 -0.2 0.31
H 0.776721 1.733499 2.149846 0.3 0.0 0.3 0.52
H -0.054913 -1.639693 1.619953 -0.1 -0.1 0.3 0.54
H -0.013336 0.783544 4.523351 -0.3 -0.1 0.0 0.53
H -5.456827 0.992225 4.693315 0.0 0.3 0.2 0.39
H -4.438391 1.664941 6.012004 0.0 0.0 -0.3 0.36
H -4.619837 2.547453 4.491048 0.1 -0.3 0.1 0.32
H -4.591205 -0.471935 3.111238 0.3 0.1 -0.3 0.36
H -2.624112 -1.323812 1.768491 -0.1 0.0 0.4 0.55
H 2.156906 -2.146994 3.442072 0.1 0.4 0.2 0.49
H 3.960023 -1.023831 4.781431 -0.2 0.2 -0.5 0.31
C 3.857710 -8.190118 -2.663427 -0.3 0.1 -0.1 -1.01
N 4.215432 -7.169699 -1.704115 0.5 -0.3 0.0 0.06
C 5.544618 -7.311513 -1.143144 0.0 0.1 0.1 -1.03
C 3.283207 -6.306448 -1.211434 -0.4 0.4 0.1 1.48
C 3.599155 -5.315063 -0.236971 0.1 -0.2 -0.2 -0.62
C 2.605773 -4.493101 0.281986 -0.4 -0.6 -0.2 -0.68
C 1.258055 -4.644808 -0.101438 0.5 0.7 -0.2 -0.45
P -0.088511 -3.744319 0.813462 -0.4 -1.6 -0.8 0.22
C -1.433937 -4.838781 0.211796 -0.6 0.5 -0.3 -0.17
C -1.495086 -6.175655 0.632614 0.1 -0.1 -0.3 0.08
C -2.298794 -7.099993 -0.001806 -0.3 0.1 -0.1 -0.97
C -3.143206 -6.691862 -1.066476 0.1 0.3 0.3 1.05
N -4.049820 -7.564097 -1.586689 -0.1 -0.4 -0.3 0.11
C -4.909592 -7.211758 -2.694222 0.1 0.3 0.0 -0.94
C -4.283241 -8.854568 -0.975830 0.1 0.0 0.2 -0.93
C -3.061369 -5.349579 -1.521060 -0.2 -0.2 0.0 -0.47
C -2.254865 -4.432146 -0.862279 0.5 -0.5 0.4 -1.12
C -0.029401 -4.435868 2.517130 0.4 -0.3 0.2 0.24
C -0.966919 -3.967655 3.457688 0.6 0.5 -0.3 -1.14
C -0.803998 -4.237772 4.802474 0.1 -0.5 0.3 -0.85
C 0.045960 -5.296745 5.218885 0.0 0.4 -0.4 1.08
N 0.116030 -5.661006 6.535117 -0.2 -0.3 0.5 0.07
C 0.771179 -6.900084 6.908008 0.2 0.0 -0.1 -1.06
C -0.273428 -4.747718 7.596939 0.0 0.0 -0.2 -0.89
C 0.807344 -5.956061 4.223104 0.0 0.1 0.3 -0.51
C 0.857709 -5.448587 2.932077 -0.4 0.3 0.1 -0.21
C 1.009570 -5.452497 -1.227679 -0.1 -0.5 0.6 -0.88
C 1.959774 -6.334892 -1.722896 0.4 0.5 0.3 -0.54
H 3.383411 -7.747767 -3.545212 0.1 -0.1 0.0 0.34
H 4.783769 -8.668875 -2.969848 -0.2 -0.2 -0.2 0.26
H 3.177708 -8.950517 -2.252895 0.1 0.1 0.0 0.35
H 5.987954 -6.331862 -0.938482 0.0 -0.2 0.0 0.33
H 5.560022 -7.915288 -0.215517 0.0 0.2 -0.3 0.31
H 6.140701 -7.817338 -1.910869 0.1 0.2 0.4 0.34
H 4.631093 -5.204242 0.106926 -0.5 0.0 -0.1 0.17
H 2.864043 -3.740516 1.020411 0.1 -0.1 0.1 0.39
H -0.871879 -6.538978 1.447479 -0.1 0.2 -0.2 0.41
H -2.287584 -8.145180 0.322874 -0.1 0.6 0.0 0.26
H -4.320459 -6.975737 -3.590678 -0.2 -0.1 0.0 0.32
H -5.545663 -8.081604 -2.880158 0.0 0.5 -0.2 0.23
H -5.529295 -6.332560 -2.458103 0.0 -0.2 -0.1 0.35
H -3.354749 -9.426959 -0.873570 -0.2 -0.1 -0.1 0.29
H -4.724342 -8.757526 0.027640 0.0 0.0 -0.1 0.34
H -4.981741 -9.393137 -1.617733 0.2 -0.1 0.3 0.26
H -3.649538 -5.032391 -2.382916 0.1 -0.1 0.3 0.42
H -2.225640 -3.396281 -1.203128 0.1 -0.2 0.0 0.32
H -1.822777 -3.359317 3.136210 0.6 0.1 0.1 0.63
H -1.343617 -3.658754 5.547260 -0.2 -0.3 -0.3 0.16
H 0.427375 -7.724966 6.265987 0.1 0.2 0.2 0.34
H 1.866084 -6.826372 6.824858 -0.1 -0.1 0.0 0.35
H 0.531245 -7.138276 7.948076 0.0 0.0 -0.2 0.30
H -1.249847 -4.293544 7.380339 0.2 -0.2 0.3 0.31
H -0.335849 -5.302975 8.538027 -0.1 0.2 -0.2 0.29
H 0.465829 -3.942100 7.723944 -0.1 0.0 0.0 0.30
H 1.392823 -6.837513 4.489348 0.0 0.4 -0.1 0.42
H 1.564283 -5.873087 2.223655 -0.1 0.0 0.1 0.48
H 0.029853 -5.466135 -1.697534 0.0 -0.1 0.3 0.42
H 1.678187 -7.036591 -2.504377 0.1 0.3 0.1 0.32

---

[2]
93
Properties=species:S:1:pos:R:3:forces:R:3:mulliken_charge:R:1 method="wB97M-V/def2-TZVPD" e_homo_ha=-0.357 multiplicity=1 max_force_ha_per_bohr=0.0798 gap_ev=10.4 lumo_energy_ev=0.7 charge=0 total_energy_ha=-1663.787993
C -2.785535 -3.304334 2.625654 -0.4 0.8 0.2 -1.00
C -3.351109 -3.747812 1.278250 -0.5 0.6 0.9 -0.26
O -2.790664 -3.112986 0.153142 0.2 0.7 -0.4 -0.48
H -3.094515 -2.272038 2.839240 0.2 0.0 -0.3 0.16
H -1.716593 -3.334389 2.702112 0.7 -0.2 0.0 0.23
H -3.231194 -3.858081 3.452582 0.1 -0.4 -0.1 0.46
H -4.387896 -3.312056 1.337610 0.5 -1.4 -0.5 0.26
H -3.209180 -4.835348 1.167223 -0.8 0.3 0.0 0.33
H -1.933978 -3.492056 -0.077303 0.3 -0.3 0.1 0.15
C 0.110081 -1.530999 -4.242351 0.3 -1.9 -0.8 -1.01
C 0.447525 -2.367566 -3.041864 0.6 -0.2 1.1 0.41
O -0.633101 -3.043898 -2.423890 -1.5 -0.3 -0.3 -0.50
H -0.323816 -2.145929 -5.082129 0.8 0.5 0.7 0.27
H 1.019029 -1.003987 -4.516940 -0.1 0.1 -0.4 0.40
H -0.648556 -0.860581 -3.977314 -1.0 1.4 0.5 0.08
H 0.887916 -1.770646 -2.236840 0.1 0.5 -0.3 -0.20
H 1.213286 -3.143391 -3.211701 -0.3 0.1 -0.4 0.29
H -1.509710 -2.611256 -2.543384 1.2 -0.1 0.0 0.19
C 5.288954 1.765851 3.804533 1.1 0.4 -0.5 -1.10
C 4.353869 1.118203 4.771243 0.3 -2.1 0.8 -0.19
O 3.502664 0.159587 4.127530 0.7 0.1 0.5 -0.47
H 5.984462 1.090531 3.251421 -0.5 0.1 0.8 0.29
H 5.882354 2.514932 4.334529 0.1 -0.1 -0.1 0.37
H 4.785769 2.292279 3.010612 -0.6 0.3 -0.2 0.28
H 3.701696 1.790637 5.304055 0.0 0.7 0.1 0.26
H 4.931523 0.541350 5.551793 -0.4 0.6 -0.7 0.26
H 3.555128 0.343180 3.187064 -0.5 0.0 -0.7 0.35
C -0.435150 5.884321 0.166711 -2.1 0.7 0.9 -1.00
C -1.850272 5.274211 0.341081 1.7 -1.6 1.0 -0.33
O -1.869761 3.870010 -0.029890 0.2 0.6 1.6 -0.33
H 0.242444 5.157377 0.537751 1.0 -0.2 0.4 0.24
H -0.356046 6.899800 0.608267 0.0 -0.8 0.4 0.36
H -0.293179 6.090205 -0.851848 0.5 -0.2 -1.7 0.27
H -2.564914 5.801716 -0.206160 -1.3 0.9 -0.9 0.34
H -2.156850 5.201266 1.386779 0.1 0.5 0.0 0.27
H -1.926968 3.770132 -0.955471 0.0 0.1 -1.8 0.18
C 2.789521 1.879269 -0.251123 -0.7 0.6 -1.2 -1.08
C 1.940190 0.965666 0.555017 1.3 2.1 3.3 0.58
O 2.824149 0.277692 1.499329 -0.5 0.0 -0.7 -0.51
H 3.595518 1.306502 -0.658843 0.6 -0.4 -0.4 0.36
H 3.220819 2.634041 0.378291 0.2 0.5 0.3 0.30
H 2.242652 2.369490 -1.092225 0.3 -0.3 0.7 0.12
H 1.424192 0.269056 0.015960 -1.4 -1.9 -1.6 0.09
H 1.236854 1.550544 1.199268 0.2 -0.4 -0.7 -0.02
H 2.490552 -0.631150 1.483659 0.2 -0.4 0.1 0.26
C 3.060725 -3.681141 -0.063545 1.3 0.9 0.8 -1.10
C 2.509753 -3.465611 1.344499 -1.9 -2.1 -0.2 -0.18
O 1.672652 -2.308695 1.421131 0.7 0.7 1.3 -0.53
H 4.045104 -3.248086 -0.120800 0.6 0.5 0.1 0.43
H 2.549962 -3.159386 -0.848593 -0.9 -0.1 -0.3 0.07
H 3.288697 -4.709192 -0.286159 -0.6 -0.6 -0.1 0.37
H 3.295762 -3.533410 2.118215 -0.3 0.4 -0.3 0.37
H 1.783104 -4.319083 1.529822 1.0 0.6 0.0 0.21
H 1.515230 -2.133259 2.386894 -0.1 -0.2 -0.9 0.18
C -3.357020 1.018356 1.089011 0.9 1.1 -0.7 -1.50
C -1.894349 0.586242 0.959430 -2.1 -3.0 0.6 0.51
O -1.885394 -0.489794 -0.022653 0.6 0.3 -0.7 -0.18
H -3.483785 1.452647 2.043452 -0.3 0.7 1.2 0.52
H -4.027192 0.181874 1.041006 -0.2 -0.6 -0.2 0.39
H -3.649245 1.777510 0.351208 0.1 -0.3 0.0 0.24
H -1.606582 0.158601 1.927399 0.1 -0.1 0.0 -0.12
H -1.159863 1.330214 0.771677 0.3 0.7 -0.9 0.21
H -2.379111 -1.331427 0.193055 0.6 1.1 0.4 0.11
C 1.655290 4.157426 -3.872574 0.0 -0.6 -0.1 -0.72
O 1.127023 3.256980 -2.885367 0.4 0.7 0.0 -0.36
H 2.696018 4.444435 -3.661706 -0.2 -0.4 0.2 0.28
H 1.608115 3.621617 -4.837241 0.1 0.6 0.1 0.25
H 1.103416 5.097472 -3.908376 -0.2 -0.1 -0.1 0.26
H 0.226557 3.547082 -2.707873 -0.1 -0.1 -0.1 0.28
C -3.059655 3.492166 -4.080460 1.5 -0.2 1.1 -0.75
O -1.768752 3.341795 -3.417072 -0.4 0.1 -0.2 -0.49
H -3.192713 2.850946 -4.922583 0.0 -1.0 -0.3 0.27
H -3.795746 3.367253 -3.319311 -1.0 -0.2 0.2 0.29
H -3.115353 4.468620 -4.493791 0.1 1.1 0.0 0.29
H -1.742621 2.478358 -2.964135 -0.3 0.0 -0.6 0.39
C 0.187620 -0.113187 4.502941 0.0 0.1 -0.5 -0.34
O 1.183542 -1.131094 4.452711 -0.2 -0.5 0.0 -0.53
H -0.835744 -0.577178 4.436697 1.1 0.2 0.0 0.16
H 0.227707 0.454806 5.460651 0.0 -0.2 -0.7 0.34
H 0.324051 0.553626 3.608417 -0.3 -0.2 0.9 0.00
H 2.099701 -0.772095 4.523824 -0.8 0.4 -0.1 0.47
C -3.478659 -0.279127 -3.241812 -0.9 0.2 -0.9 -0.87
O -2.407345 0.484813 -2.751744 -0.2 0.6 -0.4 -0.19
H -3.644342 -1.106499 -2.552218 -0.2 -0.4 -0.4 0.25
H -4.447528 0.263641 -3.378407 0.6 0.0 0.6 0.24
H -3.249851 -0.575916 -4.271919 0.2 -0.5 0.3 0.33
H -2.436713 0.324625 -1.811233 0.6 -0.1 1.1 0.17
C -0.387968 -6.421697 -0.878480 -1.3 -0.1 1.6 -0.68
O -0.290303 -5.048466 -0.585575 -0.6 -0.7 2.6 -0.30
H 0.173156 -6.958750 -0.036659 -0.3 0.3 -1.8 0.22
H -1.480597 -6.713568 -0.714760 1.3 0.1 -0.5 0.23
H -0.123253 -6.585881 -1.923251 0.3 -0.6 0.3 0.28
H -0.035682 -4.487896 -1.275136 0.4 1.0 -2.0 0.25